[1]
C24H31CsN6O2S2 | ωB97M-V with the def2-TZVPD basis set

Its LUMO energy is 0.1 eV. The gap between HOMO and LUMO is 7.32 eV.

Structure (XYZ):
```
66
C24H31CsN6O2S2, DFT ωB97M-V with the def2-TZVPD basis set
N -0.518 1.645 1.962
C 0.724 1.455 -4.430
H -3.183 2.712 3.718
C -0.009 -2.895 1.169
H 2.448 2.082 2.719
H -2.936 -4.410 1.995
H -1.309 -4.859 2.552
C -1.939 -4.032 2.221
C -1.540 1.811 -3.671
N -2.508 2.639 -3.103
N -1.357 -3.496 0.966
O 4.154 0.133 2.116
H -3.452 2.290 -3.158
C -3.541 -3.107 -4.162
H 2.172 -1.863 -2.715
H -0.788 -1.011 1.811
C 0.396 1.611 2.931
C 3.233 0.045 1.275
H -0.991 -1.453 -4.394
N 2.628 -0.985 -0.912
H -1.472 2.663 5.558
H 2.153 0.559 3.475
H 0.668 -3.686 1.498
C 2.971 -1.668 -2.005
C -2.719 -2.440 -2.010
H -1.976 -2.738 0.554
H -2.472 2.039 1.445
H 0.839 -1.338 2.367
H -2.596 -2.989 -4.690
H 6.252 -2.187 -1.459
C -0.136 -1.795 2.209
C 0.072 1.978 4.242
C 0.477 0.098 -4.588
H 0.838 1.934 5.006
H -3.656 -4.152 -3.880
C 1.814 1.185 2.635
C 5.233 -1.851 -1.308
H -2.704 -2.162 2.939
H 4.471 -2.683 -3.152
C -1.210 2.381 4.546
C -1.981 -2.917 3.265
O -3.599 -2.269 -3.006
N 2.004 0.520 1.368
C -2.162 2.409 3.532
C 3.571 -0.721 -0.003
N -0.706 -2.253 3.469
H -1.322 -4.177 0.201
H 1.258 -0.565 -4.936
H 1.704 1.858 -4.657
C -0.789 -0.394 -4.295
Cs 0.013 0.553 -0.852
C -1.761 2.033 2.267
H -2.768 0.049 -3.595
H -0.061 3.362 -3.837
C 4.889 -1.141 -0.174
H -0.053 -2.845 3.969
H -2.444 3.614 -3.346
H 0.326 -2.528 0.199
S -3.046 -1.431 -0.676
C -1.793 0.449 -3.846
H -2.344 -3.326 4.208
H -4.370 -2.782 -4.785
H 5.597 -0.894 0.604
C 4.252 -2.128 -2.250
S -1.447 -3.531 -2.174
C -0.270 2.307 -3.974
```

natural (NBO) atomic charge list, values in e, 4 entries:
1. N -0.49
2. C -0.19
3. H 0.22
4. C -0.24



[2]
C5H6O | ωB97M-V with the def2-TZVPD basis set

Its LUMO energy is 0.4 eV. The SMILES is C#CC(=O)CC. The gap between HOMO and LUMO is 10.67 eV.

Structure (XYZ):
```
12
C5H6O, DFT ωB97M-V with the def2-TZVPD basis set
C 0.653 0.225 -0.216
H 1.060 -1.711 -1.099
C -0.841 0.064 -0.018
C -1.338 0.360 1.327
H 1.164 0.027 0.732
H -2.083 0.752 3.438
H 2.241 -0.458 -1.528
C -1.721 0.573 2.450
H 0.819 1.289 -0.435
H 0.620 -0.462 -2.267
C 1.179 -0.651 -1.347
O -1.593 -0.282 -0.902
```

natural (NBO) atomic charge list, values in e, 4 entries:
1. C -0.49
2. H 0.21
3. C 0.52
4. C -0.13



[3]
C18H31N4O5Tc | ωB97M-V with the def2-TZVPD basis set

Its LUMO energy (spin up / spin down) is -12.8 / -13.2 eV. As for the expectation value of S²: 3.805. As for the total charge: +3. The gap between HOMO and LUMO (spin up / spin down) is 6.24 / 5.87 eV. The spin multiplicity is 4.

Structure (XYZ):
```
59
C18H31N4O5Tc, DFT ωB97M-V with the def2-TZVPD basis set
C -0.073 5.102 -0.285
H -2.665 3.665 1.400
H -5.690 -2.030 0.179
C -7.362 0.162 -0.340
Tc -0.251 0.363 0.174
O -0.300 1.723 -1.530
H -2.750 4.954 0.189
C 2.730 0.752 -0.773
C -0.243 2.744 -0.803
H 2.478 -1.573 0.843
H -7.911 -0.467 0.369
O 1.790 0.264 0.180
H 3.291 5.403 1.971
H -1.819 -1.038 2.614
N -0.250 2.407 0.507
H -0.560 -1.479 3.791
C 2.358 -0.546 1.217
C -0.060 4.765 1.214
C 2.486 4.902 1.440
H 1.115 6.542 1.644
N -2.172 0.167 0.150
H -8.136 0.672 -0.924
C -0.032 3.271 1.558
H 3.488 0.003 -1.018
C -5.376 0.512 1.145
C -1.365 5.349 1.817
H -3.490 5.187 1.766
H -0.938 0.248 3.499
N -4.577 -0.285 0.224
O 0.142 2.831 2.663
H 1.704 -1.300 3.130
C -6.509 -0.679 -1.271
H -4.745 1.250 1.643
C -6.521 1.198 0.385
H -5.805 -0.164 1.892
H 3.343 -0.160 1.506
H -6.098 1.915 -0.324
H -1.342 5.203 2.900
H 1.476 0.462 2.930
H -0.125 4.232 -2.189
C -2.639 4.745 1.252
O 0.081 -0.711 1.966
H 3.233 1.639 -0.373
H 1.050 5.388 2.956
O -0.032 6.211 -0.701
C -3.323 -0.066 0.128
H -7.095 -1.500 -1.691
H -4.638 -1.786 -1.240
H -1.363 6.426 1.636
H -7.126 1.750 1.106
H 2.187 1.011 -1.680
N -0.142 4.012 -1.192
C 1.151 5.471 1.866
C 1.426 -0.511 2.422
H 2.670 5.061 0.375
H -6.142 -0.071 -2.103
C -0.861 -0.743 3.040
C -5.303 -1.291 -0.532
H 2.539 3.832 1.644
```

natural (NBO) atomic charge list, values in e, 4 entries:
1. C 0.71
2. H 0.17
3. H 0.25
4. C -0.42